Record 1
18
Properties=species:S:1:pos:R:3:forces:R:3:nbo_charge:R:1 method="wB97M-V/def2-TZVPD" lumo_ev=-1.1516 multiplicity=1 relative_energy_kcal_mol=216.8 homo_ev=-6.86
C 1.50562 -1.11948 -0.87622 1.2 -4.0 -6.8 -0.633
C 0.32875 -0.54742 -1.63454 -0.5 -0.1 -2.2 -0.401
C -0.77919 0.01851 -0.71914 -0.2 -0.8 -0.7 -0.470
C -0.14401 0.63486 0.45978 4.4 1.3 3.6 0.265
C -1.33380 0.16121 1.73379 -4.7 3.8 0.4 0.056
N -2.33300 0.98696 1.27716 2.8 -3.5 1.5 -0.279
C -0.95047 1.55315 1.30315 -1.5 -0.3 0.4 -0.143
N 1.09747 0.23582 0.97735 -3.0 3.4 0.1 -0.784
H 1.43110 -2.17289 -0.61171 -0.1 -0.3 -0.5 0.187
H 1.37662 -0.63510 -0.05869 0.8 1.6 4.6 0.244
H 2.51854 -0.87146 -1.21715 -0.4 -0.2 -0.4 0.197
H -0.12302 -1.34765 -2.22089 -0.2 0.1 -0.2 0.213
H 0.60537 0.23207 -2.40923 -0.1 -0.7 1.0 0.205
H -1.45487 0.74306 -1.18671 0.5 0.5 -0.1 0.251
H -1.56965 -0.65814 -0.41882 0.5 -1.1 -0.2 0.239
H -0.98190 -0.55405 2.47913 -0.7 -0.1 -0.5 0.268
H -0.93342 2.31521 2.10994 1.4 -0.2 -1.1 0.233
H 1.73987 1.02534 1.01280 -0.3 0.5 1.0 0.350


Record 2
18
Properties=species:S:1:pos:R:3:forces:R:3:nbo_charge:R:1 method="wB97M-V/def2-TZVPD" lumo_ev=0.9479 multiplicity=1 relative_energy_kcal_mol=1.0 homo_ev=-8.61
C -1.85396 0.63163 -2.13571 0.1 -0.1 -0.6 -0.606
C -0.73445 -0.00786 -1.32857 -0.2 0.1 0.0 -0.387
C -0.07791 0.93023 -0.31307 0.2 0.2 0.5 -0.430
C 0.52017 0.16606 0.83170 -0.2 0.3 0.0 0.103
C 1.64339 -0.58764 0.74129 0.4 -0.6 -0.1 -0.127
N 1.83585 -1.14421 1.98777 -0.3 -0.4 0.1 -0.525
C 0.79007 -0.73513 2.75238 0.3 0.7 0.5 0.163
N 0.00424 0.08532 2.11062 -0.2 0.1 -0.4 -0.458
H -2.17931 -0.00037 -2.96544 0.1 -0.2 0.1 0.207
H -2.73381 0.80000 -1.52531 -0.1 0.3 0.2 0.207
H -1.54528 1.56156 -2.61649 0.0 0.2 0.2 0.201
H 0.04791 -0.38508 -1.97787 0.1 -0.2 -0.3 0.194
H -1.13579 -0.87236 -0.79594 0.0 0.0 0.0 0.204
H -0.77026 1.69712 0.03297 -0.2 -0.2 0.3 0.221
H 0.74676 1.50651 -0.73783 -0.1 -0.1 -0.4 0.210
H 2.23183 -0.87107 -0.11905 0.1 0.2 0.2 0.214
H 2.46522 -1.89114 2.23567 0.1 0.2 -0.1 0.415
H 0.74533 -0.88357 3.82288 -0.1 -0.4 -0.1 0.195


Record 3
19
Properties=species:S:1:pos:R:3:forces:R:3:nbo_charge:R:1 method="wB97M-V/def2-TZVPD" lumo_ev=0.6407 multiplicity=1 relative_energy_kcal_mol=90.9 homo_ev=-9.28
C 0.32798 1.83090 0.14051 2.7 0.3 -2.7 -0.066
C 1.62251 1.17572 -0.43394 1.8 -0.1 7.3 -0.395
C 1.35608 -0.28062 -0.21642 0.0 -4.4 1.6 -0.129
C 0.04600 -0.55991 0.02919 2.5 2.1 -0.4 -0.146
C -0.73419 0.72500 0.04747 2.8 0.2 3.5 -0.452
C -0.51411 -1.87640 0.34370 -2.8 4.2 -3.2 0.657
H -0.85038 3.41456 0.06838 2.9 -0.4 -3.0 0.345
H -0.28966 2.76213 -1.67028 1.0 1.6 4.1 0.329
H 0.73066 2.25070 1.03178 -0.8 -0.7 1.8 0.216
H 1.96942 1.27848 -1.33048 1.2 1.4 -5.9 0.205
H 2.71185 1.73302 0.19381 -3.2 -2.1 -1.5 0.182
H 2.02287 -1.32358 -0.11787 -1.1 3.4 -0.6 0.241
H -1.33777 0.85735 0.90194 -1.3 -0.3 0.9 0.219
H -1.22892 0.91404 -0.79039 -2.6 0.6 -3.7 0.198
H -2.17277 -2.91878 0.07477 -0.2 0.7 -0.5 0.398
H -2.27669 -1.41976 -0.84529 0.5 -0.1 0.3 0.403
N 0.10005 3.09764 -0.56626 -5.3 -0.6 -1.5 -0.783
N -1.77870 -2.01407 -0.19552 -0.4 -1.8 0.7 -0.854
O -0.01922 -2.65267 1.04413 2.2 -3.8 2.8 -0.567


Record 4
19
Properties=species:S:1:pos:R:3:forces:R:3:nbo_charge:R:1 method="wB97M-V/def2-TZVPD" lumo_ev="0.6559 / 0.1009" multiplicity=1 relative_energy_kcal_mol=118.6 homo_ev="-6.66 / -7.18"
C -0.73612 1.98384 2.12644 0.2 0.8 1.2 -0.475
C -0.81909 1.24714 1.06029 0.1 0.7 0.5 0.073
C -0.89438 0.49434 -0.00597 -0.4 -1.3 -1.2 0.066
C -2.23249 0.29349 -0.67683 -0.1 -0.8 0.0 -0.652
N 0.22294 -0.23097 -0.44567 1.1 0.8 0.0 -0.277
N 0.08562 -1.01282 -1.63791 0.3 -0.2 -0.4 -0.637
C 1.46560 -0.24861 0.24018 0.4 0.4 0.3 0.664
C 2.26703 -1.51955 0.05811 -0.1 -0.2 0.2 -0.714
O 1.90428 0.64173 0.96948 -1.5 -0.9 -0.9 -0.566
H 0.18483 2.00052 2.70022 -0.2 -0.3 0.5 0.217
H -1.56373 2.60474 2.44504 0.1 0.6 -0.1 0.198
H -2.34274 0.98229 -1.52032 0.0 0.0 0.0 0.216
H -2.37394 -0.73166 -1.03373 0.0 0.1 -0.1 0.219
H -3.05346 0.48568 0.02442 0.4 0.2 -0.1 0.242
H 0.98651 -0.99888 -2.12285 -0.2 0.0 0.3 0.357
H -0.51280 -0.49181 -2.28311 0.0 0.0 0.4 0.364
H 2.71714 -1.56417 -0.93514 0.0 -0.2 0.0 0.220
H 1.62733 -2.39028 0.23279 0.1 0.1 -0.4 0.235
H 3.06745 -1.54503 0.80457 -0.2 0.3 -0.2 0.247


Record 5
19
Properties=species:S:1:pos:R:3:forces:R:3:nbo_charge:R:1 method="wB97M-V/def2-TZVPD" lumo_ev=0.5737 multiplicity=1 relative_energy_kcal_mol=63.1 homo_ev=-9.12
H -3.02919 1.54530 0.15278 0.3 -0.3 -0.2 0.352
N -2.10814 1.78395 0.51557 -0.8 1.2 0.7 -0.631
C -1.12849 1.29130 -0.04786 0.7 -4.1 -2.4 0.398
C -1.19111 0.13446 -1.30639 -2.5 2.0 0.8 -0.741
C 0.30236 1.42170 0.31314 0.2 0.0 -0.2 -0.561
C 0.95457 0.11100 -0.15192 2.6 1.6 1.1 0.292
N 1.90364 0.04046 -1.01165 -0.6 -0.5 0.8 -0.615
H 2.21853 0.94535 -1.35004 -0.5 0.1 -0.2 0.340
C 0.71084 -1.03610 0.76098 -0.2 -1.1 -0.5 0.230
C 1.46424 -2.13408 0.73794 -0.2 0.2 0.0 -0.459
O -0.36653 -0.86504 1.58592 0.0 0.2 -0.1 -0.684
H -0.79776 -0.87879 -1.35684 0.8 0.4 0.8 0.245
H -0.87018 0.69812 -2.17918 0.0 -0.2 -0.3 0.219
H -2.26229 -0.07890 -1.35802 -0.2 0.4 -0.4 0.208
H 0.40474 1.58732 1.38629 0.2 0.1 -0.1 0.253
H 0.72780 2.25572 -0.25159 0.1 0.0 0.1 0.233
H 2.29202 -2.18950 0.05567 0.1 0.0 -0.1 0.237
H 1.25413 -2.98574 1.36648 0.0 0.0 0.2 0.194
H -0.47919 -1.64653 2.13874 0.1 0.0 -0.1 0.489


Record 6
19
Properties=species:S:1:pos:R:3:forces:R:3:nbo_charge:R:1 method="wB97M-V/def2-TZVPD" lumo_ev="-0.9153 / 0.0424" multiplicity=1 relative_energy_kcal_mol=116.2 homo_ev="-6.49 / -8.29"
C 0.09562 1.04506 -1.11913 -0.6 0.3 1.6 -0.586
C 1.75588 -0.69783 1.04521 -0.1 0.0 -0.1 -0.723
C -1.99385 0.23861 0.21768 0.1 0.1 -0.1 -0.615
C 0.29298 -0.83033 0.65669 -0.2 0.0 -0.2 0.544
C 0.25614 -0.23791 -1.66983 0.2 -1.0 0.4 0.503
C -0.51361 0.57885 0.38266 0.5 -0.4 -1.8 0.079
N 0.23177 -1.22225 -2.34735 -0.2 0.2 -0.6 -0.577
N -0.20261 1.36121 1.44478 0.4 0.4 0.6 -0.634
O -0.28751 -1.89089 0.76784 0.1 0.3 0.0 -0.595
H 0.24144 -2.17741 -1.99130 0.1 0.0 0.2 0.416
H 0.37235 2.16512 1.20120 -0.2 0.1 0.0 0.322
H -0.58924 1.71741 -1.64182 0.0 0.0 -0.1 0.250
H 1.06509 1.52141 -0.97734 0.0 0.0 0.1 0.262
H 2.20367 0.23182 0.69383 0.0 0.0 0.0 0.208
H 1.84150 -0.71832 2.13160 0.0 0.0 0.0 0.251
H 2.29815 -1.55472 0.64232 0.0 0.0 0.0 0.226
H -2.54914 1.15777 0.02645 0.0 0.0 0.0 0.214
H -2.15812 -0.46981 -0.59742 0.1 0.0 0.0 0.212
H -2.36050 -0.21779 1.13394 0.0 0.0 0.0 0.243


Please write out number 5 again, unchanged.
19
Properties=species:S:1:pos:R:3:forces:R:3:nbo_charge:R:1 method="wB97M-V/def2-TZVPD" lumo_ev=0.5737 multiplicity=1 relative_energy_kcal_mol=63.1 homo_ev=-9.12
H -3.02919 1.54530 0.15278 0.3 -0.3 -0.2 0.352
N -2.10814 1.78395 0.51557 -0.8 1.2 0.7 -0.631
C -1.12849 1.29130 -0.04786 0.7 -4.1 -2.4 0.398
C -1.19111 0.13446 -1.30639 -2.5 2.0 0.8 -0.741
C 0.30236 1.42170 0.31314 0.2 0.0 -0.2 -0.561
C 0.95457 0.11100 -0.15192 2.6 1.6 1.1 0.292
N 1.90364 0.04046 -1.01165 -0.6 -0.5 0.8 -0.615
H 2.21853 0.94535 -1.35004 -0.5 0.1 -0.2 0.340
C 0.71084 -1.03610 0.76098 -0.2 -1.1 -0.5 0.230
C 1.46424 -2.13408 0.73794 -0.2 0.2 0.0 -0.459
O -0.36653 -0.86504 1.58592 0.0 0.2 -0.1 -0.684
H -0.79776 -0.87879 -1.35684 0.8 0.4 0.8 0.245
H -0.87018 0.69812 -2.17918 0.0 -0.2 -0.3 0.219
H -2.26229 -0.07890 -1.35802 -0.2 0.4 -0.4 0.208
H 0.40474 1.58732 1.38629 0.2 0.1 -0.1 0.253
H 0.72780 2.25572 -0.25159 0.1 0.0 0.1 0.233
H 2.29202 -2.18950 0.05567 0.1 0.0 -0.1 0.237
H 1.25413 -2.98574 1.36648 0.0 0.0 0.2 0.194
H -0.47919 -1.64653 2.13874 0.1 0.0 -0.1 0.489


What did the fifth record say?
19
Properties=species:S:1:pos:R:3:forces:R:3:nbo_charge:R:1 method="wB97M-V/def2-TZVPD" lumo_ev=0.5737 multiplicity=1 relative_energy_kcal_mol=63.1 homo_ev=-9.12
H -3.02919 1.54530 0.15278 0.3 -0.3 -0.2 0.352
N -2.10814 1.78395 0.51557 -0.8 1.2 0.7 -0.631
C -1.12849 1.29130 -0.04786 0.7 -4.1 -2.4 0.398
C -1.19111 0.13446 -1.30639 -2.5 2.0 0.8 -0.741
C 0.30236 1.42170 0.31314 0.2 0.0 -0.2 -0.561
C 0.95457 0.11100 -0.15192 2.6 1.6 1.1 0.292
N 1.90364 0.04046 -1.01165 -0.6 -0.5 0.8 -0.615
H 2.21853 0.94535 -1.35004 -0.5 0.1 -0.2 0.340
C 0.71084 -1.03610 0.76098 -0.2 -1.1 -0.5 0.230
C 1.46424 -2.13408 0.73794 -0.2 0.2 0.0 -0.459
O -0.36653 -0.86504 1.58592 0.0 0.2 -0.1 -0.684
H -0.79776 -0.87879 -1.35684 0.8 0.4 0.8 0.245
H -0.87018 0.69812 -2.17918 0.0 -0.2 -0.3 0.219
H -2.26229 -0.07890 -1.35802 -0.2 0.4 -0.4 0.208
H 0.40474 1.58732 1.38629 0.2 0.1 -0.1 0.253
H 0.72780 2.25572 -0.25159 0.1 0.0 0.1 0.233
H 2.29202 -2.18950 0.05567 0.1 0.0 -0.1 0.237
H 1.25413 -2.98574 1.36648 0.0 0.0 0.2 0.194
H -0.47919 -1.64653 2.13874 0.1 0.0 -0.1 0.489


Copy entry 3 word for word.
19
Properties=species:S:1:pos:R:3:forces:R:3:nbo_charge:R:1 method="wB97M-V/def2-TZVPD" lumo_ev=0.6407 multiplicity=1 relative_energy_kcal_mol=90.9 homo_ev=-9.28
C 0.32798 1.83090 0.14051 2.7 0.3 -2.7 -0.066
C 1.62251 1.17572 -0.43394 1.8 -0.1 7.3 -0.395
C 1.35608 -0.28062 -0.21642 0.0 -4.4 1.6 -0.129
C 0.04600 -0.55991 0.02919 2.5 2.1 -0.4 -0.146
C -0.73419 0.72500 0.04747 2.8 0.2 3.5 -0.452
C -0.51411 -1.87640 0.34370 -2.8 4.2 -3.2 0.657
H -0.85038 3.41456 0.06838 2.9 -0.4 -3.0 0.345
H -0.28966 2.76213 -1.67028 1.0 1.6 4.1 0.329
H 0.73066 2.25070 1.03178 -0.8 -0.7 1.8 0.216
H 1.96942 1.27848 -1.33048 1.2 1.4 -5.9 0.205
H 2.71185 1.73302 0.19381 -3.2 -2.1 -1.5 0.182
H 2.02287 -1.32358 -0.11787 -1.1 3.4 -0.6 0.241
H -1.33777 0.85735 0.90194 -1.3 -0.3 0.9 0.219
H -1.22892 0.91404 -0.79039 -2.6 0.6 -3.7 0.198
H -2.17277 -2.91878 0.07477 -0.2 0.7 -0.5 0.398
H -2.27669 -1.41976 -0.84529 0.5 -0.1 0.3 0.403
N 0.10005 3.09764 -0.56626 -5.3 -0.6 -1.5 -0.783
N -1.77870 -2.01407 -0.19552 -0.4 -1.8 0.7 -0.854
O -0.01922 -2.65267 1.04413 2.2 -3.8 2.8 -0.567